[1]
C2H3N2OP | ωB97M-V/def2-TZVPD

Structure (XYZ):
```
9
Properties=species:S:1:pos:R:3:forces:R:3
C -0.6379 -1.0132 0.0727 -1.2 0.1 -0.1
C -1.5505 0.0915 0.1165 0.7 0.4 -0.2
N 0.6350 -0.8366 -0.0161 2.5 0.0 0.5
N 1.1063 0.3068 -0.3159 -2.9 2.0 -0.3
O 2.3370 0.6267 0.2180 -0.1 -0.8 0.3
P -0.9846 1.6702 -0.0158 1.6 -1.4 -0.1
H -0.9915 -2.0325 0.0933 0.0 0.0 0.0
H -2.5987 -0.1549 0.1822 -0.2 0.0 0.0
H 2.6849 1.3420 -0.3349 -0.4 -0.2 -0.1
```
Forces are in eV/Å.

Calculated values
relative energy (zero: lowest compared OMol25 entry of this formula, charge and spin)	93.1	kcal per mole
LUMO energy (spin up / spin down)	-0.88 / -0.88	eV
Kohn-Sham gap (spin up / spin down)	7.00 / 7.00	eV



[2]
C4H4N4 | ωB97M-V/def2-TZVPD

Structure (XYZ):
```
12
Properties=species:S:1:pos:R:3:forces:R:3
C -0.8128 1.1649 -1.3259 -0.4 -1.0 2.1
N -1.9519 0.7389 -0.7751 1.6 -0.3 -1.1
N -1.6374 -0.2877 0.0906 -4.3 0.4 1.1
C -0.3045 -0.3892 0.2672 -0.5 -0.3 0.6
C 0.7102 -0.9392 0.9975 0.8 -1.7 1.8
N 1.8594 -0.4216 0.4978 -2.8 0.5 -0.4
N 1.6558 0.4643 -0.4508 -1.2 1.0 -1.6
C 0.2729 0.4868 -0.6186 2.8 0.8 -0.8
H -0.8078 1.9464 -2.0570 0.0 0.1 -0.1
H -2.5189 -0.5404 0.6692 2.9 0.3 -1.1
H 0.7819 -1.6160 1.8622 -0.4 0.4 -0.7
H 2.7533 -0.6072 0.8428 1.5 -0.1 0.3
```
Forces are in eV/Å.

Calculated values
relative energy (zero: lowest compared OMol25 entry of this formula, charge and spin)	40.8	kcal per mole
LUMO energy	0.93	eV
Kohn-Sham gap	9.28	eV



[3]
C18H25N8PdSi | ωB97M-V/def2-TZVPD

Structure (XYZ):
```
53
Properties=species:S:1:pos:R:3:forces:R:3
Pd 0.1931 0.5561 -0.2616 -0.4 0.6 0.3
C 2.2010 0.4347 3.3676 0.0 0.0 0.0
C 0.9528 -0.3982 3.2222 0.0 0.1 0.0
C 0.4789 -1.1654 4.2780 0.0 0.0 0.0
C -0.6850 -1.9069 4.0556 0.0 0.0 0.0
C -1.3151 -1.8735 2.8386 0.0 0.0 -0.1
C -0.7728 -1.0760 1.7844 0.0 0.0 0.0
N 0.3587 -0.3474 2.0374 0.1 -0.1 -0.1
N -1.2568 -0.9474 0.5575 0.2 0.0 -0.1
Si -2.5586 -1.7271 -0.2019 0.1 0.1 0.1
C -2.5958 -1.2055 -1.9926 0.1 0.1 -0.1
C -4.2157 -1.2900 0.5669 -0.2 0.0 0.0
C -2.4059 -3.6016 -0.1623 0.0 -0.1 0.0
H 2.1491 1.0799 4.2472 0.0 0.0 0.0
H 2.3276 1.0562 2.4816 0.0 0.0 0.0
H 3.0841 -0.1998 3.4804 0.0 0.0 0.0
H 0.9897 -1.1753 5.2317 0.0 0.0 0.0
H -1.0993 -2.5128 4.8554 0.0 0.0 0.0
H -2.2195 -2.4413 2.6662 0.0 0.0 0.0
H -2.9515 -0.1781 -2.1001 0.0 0.0 0.0
H -3.2285 -1.8570 -2.6007 0.0 0.0 0.0
H -1.5759 -1.2315 -2.3882 0.0 0.0 0.0
H -4.3443 -0.2057 0.5905 0.0 0.0 0.0
H -4.2937 -1.6570 1.5930 0.0 0.0 0.0
H -5.0403 -1.7206 -0.0096 0.0 0.0 0.0
H -1.4822 -3.9108 -0.6573 0.0 0.0 0.0
H -3.2484 -4.0662 -0.6839 0.0 0.0 0.0
H -2.3825 -3.9918 0.8571 0.0 0.0 0.0
N 0.3784 0.9636 -4.9319 -0.1 0.1 0.0
C 1.6437 0.9503 -4.4972 0.1 0.0 0.1
N 1.7140 1.4077 -3.2703 0.0 -0.1 -0.1
C 0.4040 1.6850 -2.9740 -0.1 0.2 0.1
N -0.4343 1.4621 -3.9700 0.1 -0.2 -0.1
C -0.0703 2.1636 -1.6572 0.2 -0.2 0.0
C -1.3961 2.6929 -1.5466 0.0 0.0 0.0
N -1.8161 3.3999 -0.5343 0.0 0.0 0.0
C -0.9033 3.5577 0.4678 -0.1 0.0 0.0
C 0.3661 3.0704 0.3969 0.2 0.1 -0.2
N 0.8974 2.4478 -0.7165 -0.1 -0.1 0.2
H -0.0065 0.6429 -5.8019 0.0 0.0 0.0
H 2.4660 0.6014 -5.1005 0.0 0.0 0.0
H -2.0847 2.5122 -2.3650 0.0 0.0 0.0
H -1.2237 4.0931 1.3536 0.0 0.0 0.0
H 1.0658 3.2547 1.2056 0.0 -0.1 0.0
C 4.0308 1.2892 -0.3629 0.0 0.0 0.0
C 4.0775 -0.2338 -0.2870 0.0 -0.2 0.0
C 2.8184 -0.8642 -0.6960 0.0 0.2 0.0
N 1.8161 -1.3327 -1.0087 0.2 -0.3 -0.2
H 4.9878 1.6945 -0.0308 0.0 0.0 0.0
H 3.2303 1.6855 0.2575 0.0 0.0 0.0
H 3.8150 1.6202 -1.3774 0.0 0.0 0.0
H 4.2971 -0.5729 0.7277 0.0 0.0 0.0
H 4.8636 -0.6311 -0.9340 0.0 0.0 0.0
```
Forces are in eV/Å.

Calculated values
relative energy (zero: lowest compared OMol25 entry of this formula, charge and spin)	0.0	kcal per mole
LUMO energy (spin up / spin down)	2.94 / 2.94	eV
total charge	-1
Kohn-Sham gap (spin up / spin down)	6.53 / 6.53	eV



[4]
C4H6O2 | ωB97M-V/def2-TZVPD

Structure (XYZ):
```
12
Properties=species:S:1:pos:R:3:forces:R:3
O -1.5101 -0.0426 -1.1672 -0.1 -0.1 0.0
C -0.1729 -0.1088 -0.7667 0.2 0.0 0.1
C 0.3133 1.1706 -0.0947 -0.2 0.1 -0.1
C 1.0641 -0.5983 1.2437 -0.2 0.0 -0.1
C 0.0296 -1.0969 0.3680 -0.1 -0.3 0.1
O -0.5692 -2.1534 0.4904 0.2 0.4 0.0
H -1.8729 -0.9338 -1.0355 0.0 0.1 0.0
H 0.4867 -0.3782 -1.6059 -0.1 0.0 0.1
H 0.8038 1.8952 -0.7461 -0.1 -0.1 0.0
H -0.4810 1.6414 0.4861 0.1 -0.1 0.0
H 0.7336 -0.2543 2.2319 0.0 0.0 -0.2
H 1.1752 0.8592 0.5959 0.1 0.0 0.1
```
Forces are in eV/Å.

Calculated values
relative energy (zero: lowest compared OMol25 entry of this formula, charge and spin)	105.3	kcal per mole
LUMO energy	-0.88	eV
Kohn-Sham gap	8.52	eV



Calculated values (eV) of total energy for the records, taken in order: -16434.40972, -10171.06881, -42352.44006, -8335.89290.